*i*
C5H5Cl | the ωB97M-V functional and the def2-TZVPD basis

Calculated values
LUMO energy, eV: 1.12
Structure (SMILES): ClC1=CCC=C1

Atoms and positions in Å:
C -0.67 0.07 1.03
C -1.13 0.23 -0.21
C -0.02 0.04 -1.15
C 1.16 -0.23 -0.25
C 0.74 -0.23 1.03
H -2.08 0.63 -0.52
H -0.12 -0.76 -1.91
H 0.14 0.92 -1.76
H 2.14 -0.45 -0.66
H 1.35 -0.44 1.90
Cl -1.51 0.22 2.51

=====

*ii*
C5H5Cl | the ωB97M-V functional and the def2-TZVPD basis

Calculated values
LUMO energy, eV: -0.32

Atoms and positions in Å:
C 1.28 0.14 -1.79
C -0.49 -1.08 1.22
C -1.25 1.37 0.88
C -0.87 0.14 1.04
C 1.18 -0.98 -1.17
Cl -0.75 2.36 -0.46
H 0.50 0.48 -2.46
H 2.10 0.84 -1.70
H 0.40 -1.33 1.77
H -1.06 -1.91 0.82
H -1.90 1.88 1.57

=====

The structure with the most favorable energy is *i*; the runner-up is 118.3 kcal/mol above it.

=====

*i*
C2HF3S2 | the ωB97M-V functional and the def2-TZVPD basis

Calculated values
LUMO energy (alpha / beta), eV: -1.86 / -1.34

Atoms and positions in Å:
C -1.31 0.97 -0.61
C -0.67 0.72 0.53
F -0.64 0.99 -1.78
F -2.63 1.16 -0.84
F -1.09 0.63 1.72
S 2.35 -1.71 -0.25
S 2.35 -0.11 0.80
H 1.64 -2.66 0.42

=====

*ii*
C2HF3S2 | the ωB97M-V functional and the def2-TZVPD basis

Calculated values
LUMO energy (alpha / beta), eV: -1.50 / -1.95

Atoms and positions in Å:
C -2.73 -2.35 -1.78
C -2.45 -1.37 -0.99
F -2.47 -2.25 -3.06
F -3.38 -3.52 -1.60
F -2.47 -1.38 0.29
S 0.28 0.78 -0.16
S -0.49 0.24 -1.90
H -0.81 1.29 0.21

=====

The structure with the most favorable energy is *ii*; the runner-up is 4.4 kcal/mol above it.